Entry from OMol25: a single C5H14N2 molecule at a distorted geometry (ωB97M-V with the def2-TZVPD basis set).

Each line ends with the natural charge from an NBO analysis.
Atoms and positions in Å:
N: 2.245667 0.760965 -1.939247  -0.82
C: 2.346039 0.828455 -0.528939  -0.24
C: 1.027040 0.903326 0.148525  -0.23
N: 0.191574 -0.364846 -0.053619  -0.65
C: -1.850272 0.356905 0.975310  -0.63
C: -0.884371 -0.801776 0.805615  -0.03
C: -1.724149 -2.003413 0.205511  -0.62
H: 1.925543 1.650862 -2.375236  0.35
H: 1.532265 0.088175 -2.198328  0.35
H: 2.955685 1.687325 -0.146522  0.19
H: 2.869906 -0.059271 -0.218716  0.20
H: 1.168004 0.932298 1.296313  0.19
H: 0.391806 1.882461 -0.057457  0.17
H: -0.157082 -0.179478 -0.938155  0.33
H: -2.625269 0.250433 1.678139  0.21
H: -2.117012 0.601672 -0.058214  0.19
H: -1.240670 1.235093 1.215061  0.20
H: -0.387136 -1.040556 1.809201  0.18
H: -0.911829 -2.850140 0.116389  0.23
H: -2.238111 -1.659831 -0.721617  0.21
H: -2.517629 -2.218658 0.985988  0.22

Forces on atoms 1 to 6 (eV/Å):
-0.3465 1.1939 -2.3226
0.4088 0.8636 1.0112
-2.9992 -0.0242 3.9608
2.4661 0.5365 -0.1331
2.0329 1.1242 -1.1170
-0.4904 0.3233 1.3856

## Properties
- Energy relative to the best compared isomer or geometry (same formula, charge and spin): 40.7 kcal/mol
- Total charge: 0
- F_max: 5.0 eV/Å
- Highest occupied orbital energy: -8.764 eV
- SMILES: CC(C)NCCN


Entry from OMol25: a single C5H14N2 molecule at a distorted geometry (ωB97M-V with the def2-TZVPD basis set).

Each line ends with the natural charge from an NBO analysis.
Atoms and positions in Å:
N: -2.889754 0.789256 -0.342519  -0.83
C: -2.116998 -0.448064 -0.079600  -0.23
C: -1.056409 -0.300349 1.014998  -0.23
N: 0.101370 0.536025 0.625061  -0.63
C: 1.859376 -1.172469 0.149639  -0.63
C: 0.987938 -0.049003 -0.411345  -0.06
C: 1.834608 1.048888 -0.996141  -0.61
H: -3.321821 1.089994 0.519154  0.34
H: -2.224221 1.498961 -0.622109  0.36
H: -2.836565 -1.137519 0.371676  0.19
H: -1.688118 -0.731996 -1.033431  0.19
H: -0.745016 -1.301734 1.247135  0.16
H: -1.440585 0.229900 1.884899  0.20
H: 0.672570 0.639083 1.456793  0.35
H: 1.354676 -2.039746 0.551856  0.21
H: 2.534359 -1.508850 -0.645032  0.21
H: 2.556796 -0.770413 0.901521  0.20
H: 0.320662 -0.496968 -1.141358  0.19
H: 1.184818 1.887834 -1.233584  0.22
H: 2.565709 1.489542 -0.305689  0.20
H: 2.346615 0.747638 -1.911925  0.21

Forces on atoms 1 to 6 (eV/Å):
0.4630 -0.5165 -0.2630
-0.7673 1.5989 1.2240
0.8962 0.8353 -1.0243
-0.0481 -0.2989 -0.3109
1.1777 0.4006 -0.3982
-0.3955 -0.4825 1.3425

## Properties
- Energy relative to the best compared isomer or geometry (same formula, charge and spin): 17.0 kcal/mol
- Total charge: 0
- F_max: 2.2 eV/Å
- Highest occupied orbital energy: -8.824 eV
- SMILES: CC(C)NCCN


Entry from OMol25: a single C5H14N2O molecule at a distorted geometry (ωB97M-V with the def2-TZVPD basis set).

Each line ends with the natural charge from an NBO analysis.
Atoms and positions in Å:
C: 0.303392 2.371071 1.090289  -0.06
O: -0.453851 3.178106 0.292134  -0.70
C: 0.152845 0.846621 1.101786  -0.10
C: -0.970468 0.333324 0.136988  -0.42
C: -0.439652 -0.628548 -0.931579  -0.41
C: -0.336955 -2.044886 -0.273407  -0.21
N: -0.123122 -3.039269 -1.356566  -0.85
N: 1.457546 0.349138 0.424699  -0.85
H: 1.355144 2.639676 0.741735  0.15
H: 0.080632 2.867969 2.044271  0.18
H: -0.544827 2.793154 -0.682693  0.46
H: 0.080834 0.653900 2.171425  0.19
H: -1.702277 -0.299887 0.702987  0.22
H: -1.286945 1.318036 -0.469494  0.20
H: -1.104694 -0.677893 -1.961923  0.19
H: 0.511453 -0.433476 -1.321339  0.23
H: -1.120736 -2.363439 0.358237  0.19
H: 0.661578 -2.109279 0.342146  0.17
H: -0.891370 -3.272366 -1.936759  0.35
H: 0.567796 -2.793574 -2.027359  0.35
H: 1.579620 -0.600433 0.746940  0.35
H: 2.224066 0.912057 0.807476  0.36

Forces on atoms 1 to 6 (eV/Å):
2.1063 1.4543 0.1961
-2.4871 -0.2960 -4.8157
1.4571 0.1015 -2.1956
0.2477 1.5350 -0.9594
-3.0318 -1.7688 -0.7092
3.3978 0.0181 -2.6389

## Properties
- Energy relative to the best compared isomer or geometry (same formula, charge and spin): 93.8 kcal/mol
- Total charge: 0
- F_max: 5.4 eV/Å
- Highest occupied orbital energy: -8.858 eV
- SMILES: NCCC[C@@H](N)CO


Entry from OMol25: 2 unconnected molecules or ions with the total composition C5H14N2O at a distorted geometry (ωB97M-V with the def2-TZVPD basis set).

Each line ends with the natural charge from an NBO analysis.
Atoms and positions in Å:
C: -0.933312 0.910426 1.499095  -0.43
C: -1.076978 1.033198 -0.999970  -0.42
C: -1.835113 -1.007938 0.384391  -0.42
N: -0.841003 0.060832 0.314376  -0.40
H: -1.934055 1.341941 1.619873  0.18
H: -0.203739 1.713512 1.401573  0.21
H: -0.698753 0.331748 2.394858  0.20
H: -2.856154 -0.610016 0.432499  0.17
H: -0.864032 0.450631 -1.891008  0.20
H: -0.486541 1.942153 -0.983085  0.22
H: -2.147119 1.267751 -0.945819  0.18
H: -1.687262 -1.596670 1.292752  0.20
H: -1.695505 -1.666078 -0.470322  0.21
N: 1.381447 -1.561183 -0.926577  -0.93
C: 2.086769 0.555822 0.008682  -0.01
C: 1.230098 -0.553918 0.057974  0.01
O: 2.920594 0.825683 -1.067029  -0.74
H: 3.371582 0.107292 -1.520957  0.48
H: 0.834374 -1.506507 -1.772809  0.39
H: 2.146435 -2.203302 -0.776503  0.39
H: 2.401919 1.051709 0.916736  0.17
H: 0.886349 -0.887087 1.031269  0.16

Forces on atoms 1 to 6 (eV/Å):
0.2271 -0.1846 -0.5190
-0.7676 -2.3147 2.5922
0.2798 0.5191 -0.2687
-2.2380 2.6210 -2.3378
-0.0273 0.0825 0.0379
0.0345 0.0649 0.0925

## Properties
- Energy relative to the best compared isomer or geometry (same formula, charge and spin): 114.5 kcal/mol
- Total charge: 0
- F_max: 5.0 eV/Å
- Highest occupied orbital energy: -6.752 eV
- SMILES: N/C=C\O.CN(C)C


Entry from OMol25: a single C5H14N2O molecule at a distorted geometry (ωB97M-V with the def2-TZVPD basis set).

Each line ends with the natural charge from an NBO analysis.
Atoms and positions in Å:
C: -0.634744 0.463055 0.243028  -0.25
N: 0.677781 1.000801 0.645112  -0.66
C: 1.335003 1.985642 -0.259241  0.10
O: 2.310818 2.580830 0.578571  -0.72
C: -0.436519 -0.707718 -0.796785  -0.07
C: -0.228963 -1.985253 0.105323  -0.40
C: -1.338406 -2.404108 1.040898  -0.63
N: -1.571201 -0.982421 -1.636165  -0.85
H: -0.987793 0.136993 1.214703  0.20
H: -1.220642 1.240717 -0.259011  0.16
H: 0.719843 1.340022 1.590818  0.38
H: 1.745993 1.666114 -1.220203  0.16
H: 0.613769 2.744435 -0.565287  0.14
H: 3.086923 2.025388 0.553345  0.47
H: 0.582316 -0.585145 -1.184212  0.21
H: -0.054206 -2.758277 -0.642110  0.21
H: 0.647266 -1.850894 0.768457  0.20
H: -2.257425 -2.564659 0.452572  0.20
H: -1.081870 -3.194961 1.759757  0.22
H: -1.656578 -1.635557 1.751099  0.19
H: -1.599603 -0.440326 -2.490296  0.36
H: -2.437089 -0.801370 -1.145136  0.36

Forces on atoms 1 to 6 (eV/Å):
1.9521 0.5593 -0.8194
0.4231 -0.4786 -2.0919
-0.7739 0.0390 1.8630
-0.0790 0.6285 -0.7822
-0.0270 -0.7163 4.0625
0.8574 0.1966 0.0824

## Properties
- Energy relative to the best compared isomer or geometry (same formula, charge and spin): 59.3 kcal/mol
- Total charge: 0
- F_max: 4.1 eV/Å
- Highest occupied orbital energy: -8.539 eV
- SMILES: CC[C@@H](N)CNCO


Entry from OMol25: a single C5H14N2O molecule at a distorted geometry (ωB97M-V with the def2-TZVPD basis set).

Each line ends with the natural charge from an NBO analysis.
Atoms and positions in Å:
C: 0.065804 -1.608233 0.399068  0.26
C: 0.510466 0.709517 -0.465380  0.10
C: -1.802769 -0.090003 -0.172666  -0.42
C: 0.795973 -1.354991 1.710056  -0.63
C: 0.166220 1.628904 -1.643490  -0.63
N: -0.406922 -0.433519 -0.410378  -0.50
N: 0.576894 1.439851 0.793857  -0.87
O: 0.899425 -2.220557 -0.531797  -0.75
H: 0.416875 -1.718519 -1.350005  0.49
H: -0.831980 -2.220410 0.590878  0.14
H: 1.488833 0.256922 -0.656923  0.20
H: 1.515380 1.767320 0.986105  0.37
H: -0.053705 2.234815 0.824606  0.36
H: -1.970059 0.366133 0.810581  0.18
H: -2.151949 0.598560 -0.939834  0.20
H: -2.400099 -0.999217 -0.234334  0.20
H: 1.101413 -2.319742 2.118199  0.22
H: 1.687090 -0.764014 1.542678  0.21
H: 0.135217 -0.860514 2.425212  0.22
H: -0.708706 2.239639 -1.421778  0.20
H: -0.033653 1.044994 -2.539672  0.22
H: 1.000249 2.303068 -1.834979  0.22

Forces on atoms 1 to 6 (eV/Å):
-0.3494 1.0379 -0.2141
-0.1069 -0.1102 -0.1228
0.2018 0.0893 0.1438
-0.3357 -0.2952 -0.1820
0.0837 -0.2739 0.1273
-0.7462 0.0951 0.8084

## Properties
- Energy relative to the best compared isomer or geometry (same formula, charge and spin): 46.2 kcal/mol
- Total charge: 0
- F_max: 3.3 eV/Å
- Highest occupied orbital energy: -8.965 eV
- SMILES: C[C@H](O)N(C)[C@@H](C)N